{"formula": "C19H12F2N3O2S", "method": "wB97M-V/def2-TZVPD", "elements": ["C", "C", "C", "N", "C", "C", "C", "C", "C", "N", "C", "C", "H", "H", "H", "H", "H", "H", "H", "F", "C", "F", "S", "N", "C", "O", "C", "C", "C", "C", "C", "C", "C", "O", "H", "H", "H", "H", "H"], "coordinates": [[-3.714666, -0.411182, -0.658519], [-3.392437, 1.065617, -0.245593], [-4.087329, 2.142077, -1.070811], [-4.647195, 3.050412, -1.587009], [-1.827774, 1.183006, -0.738980], [-1.122465, 0.114500, -1.350066], [0.099847, 0.291417, -2.013763], [0.669762, 1.566865, -2.040510], [1.834971, 1.835238, -2.830655], [2.806569, 2.111671, -3.435232], [0.049105, 2.621775, -1.347515], [-1.149467, 2.409302, -0.652503], [-2.981581, -1.111153, -0.206225], [-4.680340, -0.752208, -0.299219], [-3.711967, -0.572704, -1.767984], [-1.503774, -0.903325, -1.370115], [0.592337, -0.579157, -2.484440], [0.515804, 3.617609, -1.360079], [-1.551421, 3.233289, -0.057457], [-2.042452, 2.922853, 2.827008], [-2.393843, 1.614299, 2.301903], [-2.468519, 0.727682, 3.313038], [-4.021899, 1.571758, 1.411409], [0.523042, -0.414386, 0.795088], [0.477176, -1.778159, 0.980536], [-0.546904, -2.474791, 0.885096], [1.889374, -2.223125, 1.202437], [2.689329, -1.084772, 1.265270], [4.073268, -1.150563, 1.057714], [4.650825, -2.426398, 0.848834], [3.846947, -3.599938, 0.829708], [2.442404, -3.483644, 0.996012], [1.770130, 0.089438, 1.030671], [2.099378, 1.277911, 0.985507], [-1.724000, 1.202836, 1.521652], [4.712775, -0.253367, 1.035437], [5.726217, -2.496708, 0.653339], [4.322490, -4.581194, 0.648913], [1.776266, -4.352769, 0.927089]], "forces_ev_per_angstrom": [[-0.65, -0.25, -0.02], [1.40, -0.16, -2.58], [-1.54, 1.80, -1.33], [1.91, -3.16, 1.56], [0.19, 0.27, 0.37], [-0.44, 0.20, -0.29], [-0.38, 0.22, 0.26], [-0.77, -0.01, 0.01], [2.86, 0.84, -1.30], [-2.63, -0.81, 1.46], [-0.09, -0.08, 0.32], [0.21, 0.09, -0.46], [-0.36, 0.66, -0.09], [-0.31, 0.28, 0.09], [0.13, 0.45, 0.97], [0.07, 0.41, 0.12], [-0.33, 0.71, 0.33], [-0.24, -0.61, 0.14], [-0.08, -0.20, -0.34], [-0.77, -2.90, -1.12], [-0.46, 0.43, -0.48], [0.35, 0.74, 0.46], [1.35, 0.16, 0.62], [-0.64, -0.07, 0.74], [-0.90, 1.36, -0.30], [1.21, 0.30, 0.10], [1.08, -0.98, -0.31], [1.09, -0.22, -0.94], [-0.03, -0.64, 0.35], [-0.72, -0.29, 0.12], [-0.01, 0.82, 0.12], [0.48, -0.14, 0.19], [-0.63, 0.36, 0.07], [0.02, -0.95, 0.06], [0.64, 0.86, 0.96], [-0.57, -0.43, -0.04], [-0.40, -0.06, 0.12], [-0.38, 0.65, 0.10], [0.35, 0.32, -0.03]], "nbo_charge": [-0.622, -0.278, 0.277, -0.343, -0.054, -0.086, -0.162, -0.179, 0.306, -0.344, -0.160, -0.145, 0.256, 0.219, 0.225, 0.224, 0.230, 0.227, 0.219, -0.362, 0.423, -0.327, 0.221, -0.716, 0.630, -0.664, -0.150, -0.051, -0.216, -0.224, -0.232, -0.185, 0.616, -0.639, 0.214, 0.225, 0.202, 0.205, 0.219], "e_tot_ev": -44733.62972, "multiplicity": 1, "homo_energy_ev": -5.413, "orbital_gap_ha": 0.294, "e_lumo_ev": 2.57, "largest_force_ev_per_a": 4.0, "charge": -1}